No. 1
Computed, not measured: C31H24Br2N5O5Rb as an isolated structure, with ωB97M-V/def2-TZVPD.

Structure (XYZ):
```
68
Properties=species:S:1:pos:R:3:forces:R:3
Rb 0.482600 0.071800 0.052300 -0.107 -1.087 -0.362
C 5.982300 -0.126200 -0.646300 0.049 0.075 -0.239
O 5.661100 0.137200 0.697000 -0.406 0.355 0.303
C 4.874400 1.297000 0.833000 0.266 -0.228 -0.097
C 5.419200 2.358800 1.517400 0.130 -0.267 0.009
C 4.709300 3.537400 1.695600 0.019 0.281 0.146
C 3.436000 3.625600 1.153900 0.179 0.213 0.014
C 2.869900 2.580500 0.450500 0.195 -0.209 0.084
C 1.495400 2.747100 -0.074000 0.263 0.583 0.280
N 0.441200 2.751600 0.642900 -0.979 0.330 -1.450
N 0.515900 2.710500 1.970300 0.922 0.288 1.494
C 0.152600 1.695600 2.712300 -0.037 1.145 -0.353
O -0.289600 0.574000 2.382900 -0.736 -0.742 0.850
C 0.309800 2.052900 4.161500 0.104 -0.034 0.176
C -0.625700 1.686700 5.121100 0.007 -0.065 -0.128
C -0.467400 2.082200 6.439200 -0.093 0.063 0.186
C 0.641500 2.823700 6.815200 0.034 0.026 0.236
C 1.597800 3.159800 5.869100 0.036 0.100 0.107
C 1.428600 2.781300 4.551800 0.033 0.005 0.058
C 3.551300 1.327800 0.276900 0.466 0.666 0.265
O 3.043800 0.337800 -0.321000 0.206 -0.587 -0.488
H 6.469300 -1.103400 -0.677200 0.010 -0.006 -0.025
H 6.680800 0.636000 -1.027500 -0.031 -0.082 -0.015
H 5.084400 -0.139200 -1.270300 0.033 -0.039 0.042
H 6.415300 2.238500 1.925900 0.104 0.000 0.005
H 5.148300 4.366500 2.237800 -0.029 0.013 0.019
H 2.865700 4.541000 1.264400 -0.073 0.006 0.066
H 1.354700 2.937000 -1.137700 -0.109 -0.285 -0.005
H -1.485600 1.103800 4.822800 -0.050 -0.083 -0.091
H -1.218100 1.833300 7.182600 0.002 -0.061 -0.040
H 0.767200 3.132900 7.846600 -0.019 -0.001 0.035
H 2.470100 3.732000 6.160900 0.053 -0.003 0.008
H 2.150700 3.039600 3.793700 0.100 0.059 -0.092
C -3.364200 -0.007800 1.842400 0.044 0.079 0.022
C -3.717800 -0.011200 0.388900 -0.126 -0.017 -0.037
C -5.057900 -0.001500 -0.038800 -0.095 0.000 -0.224
C -5.337000 -0.001600 -1.379100 -0.103 0.000 0.110
C -4.287000 -0.005200 -2.317300 0.282 0.004 0.241
C -4.447600 -0.001500 -3.711100 -0.317 -0.002 -0.711
Br -6.210000 0.006400 -4.489000 0.081 -0.002 0.074
C -3.374600 -0.003400 -4.574200 -0.477 -0.004 0.282
C -2.102500 -0.008600 -4.045600 0.584 -0.014 -0.105
Br -0.598700 -0.011800 -5.219300 -0.124 -0.003 -0.124
C -1.782800 -0.007800 -2.660200 -0.020 0.020 -0.474
O -0.620300 -0.000200 -2.229600 -0.215 -0.098 -0.465
C -2.961300 -0.012900 -1.785700 -0.550 0.003 -0.543
N -2.728500 -0.020300 -0.475200 0.284 -0.095 0.672
H -4.250400 0.010900 2.477700 -0.041 -0.030 -0.012
H -2.734900 0.852700 2.061000 0.091 -0.010 0.087
H -2.760200 -0.880800 2.081500 0.070 -0.037 0.110
H -5.861600 0.004200 0.687200 0.011 0.006 0.038
H -6.363100 0.002800 -1.728200 0.047 0.003 -0.001
H -3.535000 0.000200 -5.645500 0.058 -0.001 0.072
N 1.272900 -7.692900 -0.309300 -0.125 0.225 0.022
C 0.092900 -7.060400 -0.020600 0.020 -1.555 0.018
O -0.904400 -7.726100 0.237200 0.348 0.539 -0.102
C 0.115700 -5.590400 -0.030800 -0.247 1.708 0.045
C 1.241600 -4.800700 -0.317100 -0.465 -0.674 0.122
C 1.124900 -3.423100 -0.271600 0.104 0.191 -0.042
N -0.001600 -2.790300 0.027500 -0.042 -0.318 -0.024
C -1.076100 -3.527600 0.278900 -0.065 0.237 0.017
C -1.073600 -4.907300 0.266900 0.489 -0.704 -0.117
H 1.275100 -8.697000 -0.330500 -0.043 0.051 0.011
H 2.105900 -7.191500 -0.550900 -0.007 -0.044 -0.002
H 2.199100 -5.235500 -0.570000 0.048 0.064 -0.002
H 1.975000 -2.787200 -0.488000 0.119 0.015 0.006
H -1.978700 -2.971200 0.496300 -0.099 0.012 0.029
H -1.961400 -5.482300 0.483500 -0.061 0.021 0.011
```
Forces are in eV/Å.

E_HOMO (eV): -1.496
Relative energy (zero: lowest compared OMol25 entry of this formula, charge and spin) (kJ/mol): 101.6
LUMO (eV): 3.6
Gap between HOMO and LUMO (eV): 5.06
Charge: -2

For each atom in turn, the Mulliken charge in e is: 1.034, -0.741, -0.520, 0.309, -0.337, -0.644, -0.409, 0.923, -0.998, -1.064, 0.109, 0.232, -0.782, 0.156, -0.202, -0.608, -0.270, -0.713, -0.143, 0.389, -0.872, 0.211, 0.287, 0.240, 0.376, 0.335, 0.348, 0.371, 0.450, 0.346, 0.339, 0.360, 0.428, -0.887, 0.499, -0.823, -0.846, 0.819, 0.191, -0.341, -0.474, 0.009, -0.250, 0.313, -0.510, -0.614, 0.326, 0.383, 0.069, 0.181, 0.366, 0.285, 0.397, -0.302, 0.402, -0.669, 1.057, -0.730, -0.654, -0.044, -0.301, -0.796, 0.225, 0.154, 0.191, 0.560, 0.430, 0.444


No. 2
Computed, not measured: one molecule with the formula C4H5N3O2, with ωB97M-V/def2-TZVPD.

Structure (XYZ):
```
14
Properties=species:S:1:pos:R:3:forces:R:3
O 0.782597 -3.908608 1.162857 1.522 -1.957 -0.767
N 0.047816 -2.990007 1.128245 -1.097 2.207 2.154
N -0.644690 -2.425585 0.303095 0.283 -2.388 -0.647
N -1.127036 -1.359940 -0.023254 -2.222 -0.050 -0.426
C -0.338254 -0.288442 -0.051670 1.674 2.349 -0.206
C 0.936845 -0.120009 0.389279 -2.413 2.201 -2.168
O 1.475465 1.093993 0.059043 -0.225 0.472 0.493
C 0.405877 1.934979 -0.377720 -2.637 1.850 -1.432
C -0.816021 0.993086 -0.679075 -0.745 2.266 3.992
H 1.552347 -0.732123 0.905741 1.913 -1.987 1.311
H 0.567180 2.564646 -1.361641 0.690 -1.370 2.082
H -0.039048 2.681508 0.382154 1.784 -1.115 -0.561
H -1.028044 1.035610 -1.674045 -0.557 -0.761 -2.872
H -1.775034 1.520893 -0.163008 2.031 -1.717 -0.953
```
Forces are in eV/Å.

E_HOMO (eV): -8.264
Relative energy (zero: lowest compared OMol25 entry of this formula, charge and spin) (kJ/mol): 826.0
LUMO (eV): -0.8
Gap between HOMO and LUMO (eV): 7.46
Structure (SMILES): O=N/N=N\C1=COCC1

For each atom in turn, the Mulliken charge in e is: -0.493, 0.145, 0.192, -0.311, 0.571, -0.579, -0.397, -0.284, -0.390, 0.559, 0.273, 0.222, 0.267, 0.225


No. 3
Computed, not measured: C29H25N6O2Re as an isolated structure, with ωB97M-V/def2-TZVPD.

Structure (XYZ):
```
63
Properties=species:S:1:pos:R:3:forces:R:3
Re 0.144611 -1.163550 0.045675 0.658 1.070 -0.222
C -4.797717 0.782338 1.226482 -0.006 -0.012 0.000
C -4.029009 1.660399 0.472049 0.008 -0.003 -0.018
C -2.650752 1.520488 0.427265 -0.005 0.048 0.051
C -2.043952 0.494856 1.144035 0.044 0.058 -0.093
C -2.805894 -0.382567 1.902963 -0.011 -0.046 -0.060
C -4.186025 -0.235882 1.942428 0.011 0.009 -0.005
N -0.624408 0.317835 1.084473 -0.360 -0.344 0.054
C 0.204903 1.168923 1.767284 -0.040 0.190 0.007
C -0.141949 2.401085 2.346457 -0.002 -0.025 -0.025
C 0.838960 3.122226 2.982458 0.009 0.026 0.030
C 2.162324 2.650198 3.091078 -0.013 0.004 0.006
C 2.504162 1.427251 2.576039 -0.005 -0.013 0.019
C 1.511417 0.697806 1.911376 0.142 -0.181 -0.030
N 1.625698 -0.587000 1.422039 -0.455 -0.096 0.155
N 2.625183 -1.306646 1.756203 0.116 -0.240 -0.177
C 2.448894 -2.591919 1.312982 -0.016 0.313 0.156
C 3.391537 -3.572583 1.614606 0.025 -0.088 -0.024
C 3.126175 -4.871935 1.258527 0.021 0.027 0.012
C 1.918825 -5.165251 0.619839 -0.010 -0.021 -0.008
C 1.037730 -4.152273 0.339032 0.106 0.046 -0.077
N 1.291074 -2.862470 0.661349 -0.129 -0.171 0.009
H -5.872858 0.896629 1.259591 0.002 0.003 0.002
H -4.506272 2.455485 -0.086374 0.005 0.009 0.020
H -2.034179 2.197584 -0.152985 -0.016 -0.028 -0.035
H -2.313863 -1.170371 2.461128 0.002 0.016 0.018
H -4.780339 -0.911128 2.543611 0.000 -0.007 -0.015
H -1.154543 2.772014 2.279557 0.009 0.006 0.010
H 0.587347 4.081569 3.415559 0.002 -0.006 -0.007
H 2.904805 3.254311 3.593285 -0.002 0.001 -0.006
H 3.502092 1.021474 2.661667 -0.005 0.001 0.001
H 4.289984 -3.279349 2.137172 -0.003 0.008 -0.008
H 3.835172 -5.657397 1.481460 -0.007 0.000 -0.001
H 1.663313 -6.177375 0.342399 0.003 0.004 -0.001
H 0.102133 -4.334061 -0.163068 -0.001 -0.012 0.001
C -2.857564 -3.977317 -1.116616 -0.066 0.004 -0.008
C -2.212553 -2.635442 -1.191570 0.008 0.088 0.314
O -1.067846 -2.560413 -0.520836 -0.059 -0.421 -0.151
C -2.702763 -1.595563 -1.897307 0.000 0.160 -0.019
C -1.999049 -0.368609 -2.112633 -0.083 -0.076 0.019
C -2.563424 0.610718 -3.091937 0.026 0.019 0.010
N -0.861858 -0.125104 -1.519386 -0.035 -0.054 0.158
N -0.223415 1.051266 -1.912092 0.103 -0.204 0.019
C 1.018842 0.978831 -1.568525 -0.162 0.049 -0.126
O 1.486932 -0.099153 -0.965539 0.225 -0.134 0.062
C 1.965349 2.081945 -1.798118 -0.039 0.015 -0.012
C 1.499433 3.318532 -2.240423 0.006 0.004 -0.043
C 2.387598 4.365080 -2.414333 -0.003 0.006 -0.005
C 3.739845 4.182498 -2.151442 0.004 -0.008 0.007
C 4.206148 2.948943 -1.719255 -0.015 0.013 -0.009
C 3.320550 1.898451 -1.537748 -0.002 -0.017 0.014
H -2.226125 -4.716129 -1.615238 0.002 0.012 0.006
H -3.833197 -3.973286 -1.595607 0.003 -0.011 -0.002
H -2.967289 -4.281838 -0.075051 -0.007 0.013 -0.001
H -3.629999 -1.732111 -2.432208 -0.009 0.004 0.009
H -3.486765 0.230803 -3.519726 -0.005 0.004 0.004
H -1.846833 0.820076 -3.884542 0.011 -0.017 -0.003
H -2.756572 1.559221 -2.588971 0.017 0.002 -0.005
H 0.444978 3.448190 -2.444029 0.005 -0.001 0.012
H 2.027390 5.325989 -2.756690 0.000 0.000 0.009
H 4.430420 5.005141 -2.283144 0.001 -0.009 -0.016
H 5.260772 2.805077 -1.525664 -0.007 0.001 0.010
H 3.672415 0.933489 -1.199009 0.003 0.012 0.007
```
Forces are in eV/Å.

E_HOMO (alpha / beta) (eV): -10.144 / -10.835
Spin multiplicity: 2
LUMO (alpha / beta) (eV): -4.1 / -4.6
Gap between HOMO and LUMO (alpha / beta) (eV): 6.00 / 6.28
Charge: +1
Expectation value of S²: 0.8141

For each atom in turn, the Mulliken charge in e is: 0.943, -0.579, -0.913, 0.210, -1.042, -0.066, -0.858, 0.553, 0.647, -0.962, -0.690, -0.698, -0.630, 0.704, 1.255, -1.390, 0.457, -0.599, -0.262, -0.759, -0.098, -0.014, 0.446, 0.455, 0.718, 0.480, 0.447, 0.520, 0.437, 0.431, 0.514, 0.507, 0.429, 0.453, 0.321, -1.525, 1.021, -0.362, -1.574, 1.750, -1.412, 0.288, -1.033, 0.628, -0.782, 0.540, -0.438, -0.747, -0.381, -0.806, -0.191, 0.330, 0.423, 0.333, 0.368, 0.439, 0.342, 0.303, 0.420, 0.409, 0.410, 0.415, 0.464


No. 4
Computed, not measured: a 2-piece molecular cluster, C15H28NO10S2 overall, with ωB97M-V/def2-TZVPD.

Structure (XYZ):
```
56
Properties=species:S:1:pos:R:3:forces:R:3
C -1.862757 1.928395 2.836371 -0.758 -0.226 -1.006
C -2.611199 0.637635 2.080756 0.566 0.871 0.573
C -1.944505 -0.765830 2.604147 -0.499 -0.201 -0.644
C -2.241030 -2.070018 1.643663 1.017 -0.494 1.445
O -2.158457 -1.651548 0.234361 -0.175 -2.016 -0.215
S -2.296413 -3.016522 -0.789644 -4.656 -2.897 -3.549
O -3.658024 -3.722173 -0.415315 5.065 2.347 -0.113
O -2.462892 -2.595960 -2.289948 1.566 -0.441 5.434
N -1.048164 -4.206944 -0.516694 0.573 3.516 -0.221
S 0.533542 -3.635255 -0.986709 1.017 -1.070 -6.428
O 1.178031 -4.775785 -1.866234 -1.991 2.982 3.914
O 0.538802 -2.362953 -1.867343 -0.207 -2.748 3.707
C 1.697600 -3.423652 0.484445 1.071 0.373 0.611
C 1.735509 -1.897730 1.096666 0.661 -0.545 1.243
C 3.302962 -1.666765 1.629842 -0.735 -0.003 0.332
C 3.581172 -0.147280 2.182399 1.405 -0.672 -0.511
C 3.982756 0.851713 0.929532 -1.003 1.109 -0.028
C 3.468177 2.400038 1.296380 1.166 -2.338 0.913
O 3.275918 3.089553 0.011453 -3.469 2.162 1.569
C 2.141856 4.025428 0.037673 -2.317 2.405 3.034
C 1.555169 4.522225 -1.443616 0.914 -0.621 0.170
O 1.563452 4.553439 1.118808 3.993 -3.771 -6.010
H -2.385150 2.898353 2.396661 1.185 -1.901 1.134
H -2.041203 1.865238 3.991632 0.591 0.223 -2.175
H -0.716704 1.976443 2.531875 -2.425 -0.172 0.876
H -3.752648 0.686897 2.359665 2.209 -0.235 -0.634
H -2.492281 0.843535 0.932513 -0.228 -0.839 2.206
H -0.768723 -0.653466 2.660720 -2.473 -0.079 0.089
H -2.428765 -1.021428 3.659275 1.355 0.545 -2.110
H -3.232267 -2.635034 1.918881 1.719 1.374 -0.918
H -1.357050 -2.842166 1.817397 -1.838 1.462 -0.246
H 1.449213 -4.255376 1.273560 0.254 1.747 -1.511
H 2.803687 -3.648592 0.096966 -2.716 0.316 0.355
H 1.080168 -1.879062 2.088551 1.171 0.137 -2.235
H 1.380207 -1.061870 0.356948 0.689 -1.861 1.242
H 3.448085 -2.418954 2.517477 -0.184 1.352 -1.653
H 4.071751 -1.961575 0.794136 -1.474 0.724 1.518
H 2.683033 0.230137 2.832251 1.625 -0.607 -1.422
H 4.539167 -0.209555 2.884163 -2.105 0.196 -1.300
H 3.437938 0.560874 -0.077408 1.009 0.380 2.138
H 5.131598 0.900948 0.708975 -2.174 -0.374 0.554
H 2.485626 2.250411 1.927831 1.918 0.920 -1.463
H 4.355328 2.861719 1.936796 -2.213 -0.447 -1.347
H 2.376421 5.229335 -1.923692 -1.791 -1.413 1.056
H 0.537697 5.089174 -1.272796 2.307 -1.235 -0.195
H 1.402195 3.610356 -2.190264 0.360 1.905 1.812
C -3.233022 -0.043744 -3.699323 -0.117 -1.385 0.175
C -2.931648 0.354631 -5.107677 0.100 -0.766 -0.718
O -3.085104 1.761108 -5.087961 0.022 0.811 0.736
C -2.899110 2.162592 -3.796500 0.199 1.654 0.962
O -2.792840 3.325829 -3.445398 -0.196 -2.187 -0.763
O -2.846597 1.092962 -2.949973 0.097 1.446 -0.655
H -2.667287 -0.925385 -3.385807 -0.172 0.285 0.176
H -4.299911 -0.228694 -3.536151 0.076 0.040 -0.007
H -1.903561 0.115017 -5.399087 -0.076 0.023 0.056
H -3.619746 -0.100668 -5.825230 0.091 0.238 0.049
```
Forces are in eV/Å.

E_HOMO (eV): -6.314
LUMO (eV): 2.5
Gap between HOMO and LUMO (eV): 8.84
Charge: -1

For each atom in turn, the Mulliken charge in e is: -0.715, -0.351, -0.194, -0.457, -0.136, 0.971, -0.708, -0.687, -0.485, 1.097, -0.742, -0.610, -0.752, 0.019, -0.856, -0.470, -0.591, -0.209, -0.289, 0.621, -0.797, -0.552, 0.310, 0.259, 0.061, 0.246, 0.185, -0.110, 0.288, 0.355, 0.299, 0.320, 0.334, -0.088, 0.336, 0.324, 0.372, 0.319, 0.287, 0.272, 0.298, 0.155, 0.200, 0.259, 0.272, 0.259, 0.064, -0.373, -0.339, 0.609, -0.595, -0.214, 0.148, 0.194, 0.277, 0.303


No. 5
Computed, not measured: a 2-piece molecular cluster, C5H10N2 overall, with ωB97M-V/def2-TZVPD.

Structure (XYZ):
```
17
Properties=species:S:1:pos:R:3:forces:R:3
C 0.466187 -0.556144 1.918050 -0.146 -0.170 -0.152
C 0.714474 0.077681 0.785954 -0.611 -0.709 0.032
N 1.444234 -0.016564 -0.391632 0.004 -0.372 0.100
C 0.242120 0.863927 -0.332453 -0.293 0.057 0.117
C -1.120423 0.464749 -0.827011 -0.021 0.175 -0.128
C -1.274772 -0.570418 -1.868648 -0.006 -0.032 -0.400
N -1.665707 -0.840122 -0.492093 -0.029 -0.149 0.104
H 1.133377 -1.337430 2.264937 -0.146 -0.004 -0.010
H -0.376895 -0.253597 2.525465 0.128 -0.008 0.073
H 1.314610 -0.935698 -0.803474 0.086 0.042 -0.290
H 0.510865 1.907038 -0.506197 -0.088 -0.222 0.331
H -1.839891 1.278116 -0.751969 0.077 -0.116 -0.123
H -2.093112 -0.511933 -2.578600 0.093 -0.029 0.012
H -0.359708 -1.016213 -2.258744 -0.175 0.040 0.045
H -0.978088 -1.397398 0.013046 -0.112 0.072 -0.129
H 1.775873 1.188263 1.895608 0.773 0.999 -0.054
H 2.106857 1.655742 1.407761 0.466 0.427 0.471
```
Forces are in eV/Å.

E_HOMO (eV): -8.892
Relative energy (zero: lowest compared OMol25 entry of this formula, charge and spin) (kJ/mol): 457.8
LUMO (eV): 1.1
Gap between HOMO and LUMO (eV): 9.95
Structure (SMILES): C=C1N[C@H]1[C@H]1CN1.[H][H]

For each atom in turn, the Mulliken charge in e is: -1.045, 0.052, -0.510, 0.260, -0.079, -0.493, -0.610, 0.281, 0.277, 0.310, 0.391, 0.415, 0.268, 0.148, 0.340, -0.063, 0.057


> Which formula does entry 1 have?

C31H24Br2N5O5Rb